(1)
DFT (ωB97M-V/def2-TZVPD) results for an isolated ion of composition C2H5N3P and charge +1.

Results
E_HOMO	-13.7	eV
E_LUMO	-5.129	eV
electronic energy	-584.46909	a.u.
net charge	+1

The geometry in XYZ format:
```
11
C2H5N3P | the OMol25 dataset | ωB97M-V/def2-TZVPD
C -1.858 0.510 -0.063
C 2.049 0.785 0.307
N 0.603 -1.697 -0.572
N 0.804 0.643 0.392
N -3.042 0.431 -0.138
P -0.219 -0.908 0.432
H 0.362 -2.628 -0.954
H 2.629 1.640 -0.056
H 2.465 -0.231 0.630
H 0.191 1.463 0.226
H -3.984 -0.008 -0.203
```



(2)
DFT (ωB97M-V/def2-TZVPD) results for a 2-piece molecular cluster, C5H16BFNO5P2 overall.

Results
E_HOMO	-4.6	eV
E_LUMO	2.703	eV
electronic energy	-1438.70175	a.u.
net charge	-1

The geometry in XYZ format:
```
31
C5H16BFNO5P2 | the OMol25 dataset | ωB97M-V/def2-TZVPD
O -0.131 -0.046 1.896
P 0.594 1.103 1.323
O 1.419 1.926 2.468
O 1.857 0.614 0.424
P -0.514 2.466 0.097
B -1.916 3.266 1.350
F -2.730 4.059 0.454
C -2.827 2.142 2.074
C -3.760 1.401 1.126
O -3.061 0.676 0.110
H 0.903 1.901 3.283
H 2.293 1.370 0.016
H 0.522 3.436 0.175
H -1.337 4.002 2.143
H -3.473 2.685 2.781
H -2.244 1.432 2.669
H -4.431 2.136 0.668
H -4.384 0.669 1.647
H -3.003 1.235 -0.671
C 1.616 -2.965 -3.398
O 0.769 -2.179 -3.770
N 2.127 -3.035 -2.154
C 3.136 -4.008 -1.811
C 1.665 -2.117 -1.115
H 2.057 -3.719 -4.077
H 2.790 -4.673 -1.016
H 4.054 -3.522 -1.470
H 3.372 -4.612 -2.687
H 0.599 -2.244 -0.932
H 1.826 -1.081 -1.405
H 2.213 -2.321 -0.199
```



(3)
DFT (ωB97M-V/def2-TZVPD) results for C42H36Cl3EuGeN5O3P as an isolated structure.

Results
multiplicity	8
E_HOMO (spin up / spin down)	-9.1 / -9.1	eV
E_LUMO (spin up / spin down)	-5.504 / -4.944	eV
electronic energy	-6630.72636	a.u.
net charge	+1

The geometry in XYZ format:
```
92
C42H36Cl3EuGeN5O3P | the OMol25 dataset | ωB97M-V/def2-TZVPD
Eu 18.519 14.086 11.209
C 19.523 12.747 15.510
C 19.807 13.074 14.073
O 18.853 13.177 13.244
C 21.179 13.348 13.794
C 21.798 14.171 12.835
C 23.303 14.412 12.880
N 21.090 14.607 11.760
N 21.764 15.507 11.014
C 21.066 15.904 9.921
O 19.948 15.392 9.572
C 21.702 17.036 9.108
C 22.841 17.769 9.582
C 23.155 18.985 8.995
C 22.536 19.412 7.800
C 21.508 18.605 7.277
C 21.128 17.425 7.889
H 20.370 12.157 15.942
H 18.578 12.242 15.717
H 19.577 13.759 16.005
H 21.880 12.915 14.528
H 23.518 15.431 12.461
H 23.832 13.725 12.180
H 23.774 14.244 13.858
H 23.393 17.446 10.452
H 23.874 19.611 9.458
H 22.820 20.349 7.382
H 20.944 18.982 6.443
H 20.401 16.715 7.478
N 12.248 9.902 9.941
C 11.163 9.011 10.126
C 10.189 8.409 9.339
C 9.291 7.545 9.952
C 9.401 7.227 11.317
C 10.470 7.731 12.107
C 11.266 8.676 11.541
N 12.325 9.315 12.125
C 12.904 10.022 11.135
C 14.071 10.890 11.296
C 15.059 10.715 12.308
C 16.091 11.641 12.440
N 16.166 12.753 11.656
C 15.170 12.956 10.749
C 14.207 12.013 10.483
H 12.506 10.363 9.062
H 10.115 8.605 8.238
H 8.612 6.936 9.358
H 8.713 6.546 11.823
H 10.640 7.327 13.065
H 15.004 9.841 12.969
H 16.922 11.511 13.169
H 15.266 13.901 10.214
H 13.520 12.189 9.671
O 19.003 12.044 10.172
P 19.624 11.324 9.003
C 18.881 9.766 8.598
C 18.267 9.061 9.598
C 17.718 7.816 9.350
C 17.695 7.322 8.043
C 18.445 7.948 7.038
C 18.967 9.205 7.326
C 21.260 10.719 9.270
C 21.873 9.944 8.258
C 23.010 9.226 8.567
C 23.617 9.362 9.833
C 23.071 10.213 10.747
C 21.890 10.907 10.500
C 19.655 12.198 7.415
C 20.831 12.702 6.869
C 20.909 12.905 5.497
C 19.830 12.538 4.638
C 18.592 12.191 5.193
C 18.531 12.141 6.594
H 18.122 9.445 10.616
H 17.329 7.270 10.209
H 17.160 6.412 7.747
H 18.557 7.453 6.065
H 19.444 9.700 6.518
H 21.438 9.911 7.274
H 23.440 8.566 7.804
H 24.508 8.783 10.042
H 23.517 10.360 11.728
H 21.499 11.563 11.296
H 21.763 12.867 7.454
H 21.898 13.152 5.043
H 19.977 12.647 3.553
H 17.718 12.017 4.596
H 17.606 11.855 7.055
Cl 15.973 16.558 9.642
Ge 16.881 18.220 11.051
Cl 15.296 19.409 12.080
Cl 18.052 17.220 12.705
```



(4)
DFT (ωB97M-V/def2-TZVPD) results for C19H35N3PY as an isolated structure.

Results
E_HOMO (spin up / spin down)	-14.0 / -14.0	eV
E_LUMO (spin up / spin down)	-8.524 / -8.524	eV
electronic energy	-1288.21555	a.u.
net charge	+2

The geometry in XYZ format:
```
59
C19H35N3PY | the OMol25 dataset | ωB97M-V/def2-TZVPD
C 1.315 1.804 -2.260
H 2.205 2.254 -1.822
H 1.507 1.734 -3.331
H 0.703 -1.176 0.846
C 0.105 2.713 -2.022
H -0.835 2.215 -2.326
H -0.065 2.997 -0.953
C 0.255 4.005 -2.850
H -0.654 4.598 -2.766
H 1.105 4.608 -2.487
H 0.424 3.752 -3.898
C -0.968 -1.874 -1.056
C -1.594 -1.012 -2.002
C -0.642 -0.702 -3.009
C 0.565 -1.439 -2.743
C 0.354 -2.200 -1.542
C 1.388 -3.031 -0.842
C 1.826 -1.368 -3.520
C -0.921 0.038 -4.266
C -3.062 -0.801 -2.116
C -1.688 -2.617 0.005
Y 0.858 0.052 -0.826
H 2.707 -1.597 -2.912
H 1.774 -2.107 -4.326
H 1.987 -0.383 -3.980
H 2.411 -2.761 -1.144
H 1.361 -2.969 0.257
H 1.220 -4.095 -1.061
H -2.519 -2.036 0.430
H -2.119 -3.532 -0.431
H -1.027 -2.919 0.823
H -3.307 0.022 -2.799
H -3.565 -1.697 -2.517
H -3.515 -0.584 -1.145
H -0.168 0.811 -4.476
H -0.926 -0.657 -5.124
H -1.902 0.535 -4.240
C 1.433 0.293 4.773
N 1.284 1.488 3.912
C -0.099 2.017 4.011
N -1.148 1.010 3.706
C -0.960 -0.160 4.602
N 0.402 -0.744 4.511
C 0.612 -1.397 3.219
P 0.479 -0.094 1.922
C 1.641 1.179 2.489
C -1.147 0.618 2.270
H 1.329 0.593 5.824
H 2.424 -0.149 4.596
H -0.211 2.864 3.325
H -0.262 2.353 5.047
H -1.688 -0.938 4.325
H -1.115 0.160 5.643
H 1.616 -1.843 3.174
H -0.149 -2.171 3.046
H 1.562 2.104 1.896
H 2.686 0.831 2.420
H -1.948 -0.108 2.062
H -1.329 1.514 1.658
```



(5)
DFT (ωB97M-V/def2-TZVPD) results for CH3NS2 in the gas phase.

Results
SMILES	S/C=N/S
E_HOMO	-8.3	eV
E_LUMO	0.819	eV
electronic energy	-890.95209	a.u.

The geometry in XYZ format:
```
7
CH3NS2 | the OMol25 dataset | ωB97M-V/def2-TZVPD
S 1.026 0.674 -1.744
C -0.016 0.803 -0.416
N -0.073 -0.269 0.248
S -1.064 -0.592 1.500
H 0.872 -0.740 -1.257
H -0.481 1.716 -0.014
H -0.262 -1.591 1.684
```



(6)
DFT (ωB97M-V/def2-TZVPD) results for a 2-piece molecular cluster, C3H7NO2S overall.

Results
SMILES	C=NC=O.CSO
E_HOMO	-8.2	eV
E_LUMO	0.361	eV
electronic energy	-721.81870	a.u.

The geometry in XYZ format:
```
14
C3H7NO2S | the OMol25 dataset | ωB97M-V/def2-TZVPD
C 0.482 2.134 0.906
N 1.006 1.156 0.381
C 1.857 0.369 -0.352
O 1.780 -0.060 -1.487
H 0.884 3.154 0.978
H -0.404 2.097 1.629
H 2.694 -0.078 0.302
C -0.810 -1.082 -1.229
S -1.524 -0.337 0.366
O -2.198 -1.703 1.007
H -1.630 -1.716 -1.502
H 0.178 -1.667 -1.012
H -0.560 -0.310 -1.893
H -1.754 -1.958 1.907
```



(7)
DFT (ωB97M-V/def2-TZVPD) results for C25H24BrCaN5O4S as an isolated structure.

Results
E_HOMO	-7.3	eV
E_LUMO	0.251	eV
electronic energy	-5191.73020	a.u.

The geometry in XYZ format:
```
61
C25H24BrCaN5O4S | the OMol25 dataset | ωB97M-V/def2-TZVPD
Ca -0.148 -0.287 -0.226
N 8.194 -1.121 -2.518
C 6.912 -1.073 -1.995
C 6.696 -1.317 -0.632
C 5.431 -1.216 -0.094
C 4.358 -0.871 -0.909
C 4.555 -0.626 -2.255
C 5.825 -0.727 -2.797
S 2.760 -0.771 -0.201
O 2.407 -2.043 0.422
O 1.824 -0.521 -1.337
N 2.881 0.435 0.756
C 2.016 0.917 1.685
N 2.501 1.954 2.400
C 1.699 2.482 3.298
C 0.410 2.018 3.560
C -0.003 0.945 2.807
N 0.787 0.397 1.877
H 8.860 -1.672 -2.002
H 8.265 -1.251 -3.513
H 7.533 -1.577 0.006
H 5.277 -1.397 0.961
H 3.716 -0.353 -2.880
H 5.976 -0.523 -3.850
H 2.093 3.328 3.854
H -0.223 2.475 4.305
H -0.983 0.495 2.929
Br -3.146 0.255 -0.080
C -3.065 2.173 -0.021
C -4.204 2.824 0.346
C -4.190 4.234 0.405
C -3.048 4.915 0.102
C -1.866 4.232 -0.277
C -0.681 4.945 -0.580
C 0.444 4.264 -0.940
C 0.434 2.851 -1.015
C -0.674 2.075 -0.734
C -1.840 2.812 -0.355
H -5.104 2.274 0.586
H -5.089 4.762 0.694
H -3.030 5.998 0.147
H -0.688 6.027 -0.517
H 1.355 4.808 -1.167
H 1.369 2.380 -1.313
O -0.760 -2.460 -1.505
C -0.551 -3.066 -0.332
O -0.815 -2.474 0.691
C 0.129 -4.420 -0.414
N 0.326 -4.766 -1.833
C -0.483 -5.967 -2.146
C -1.520 -6.013 -1.029
C -0.726 -5.537 0.185
H 1.077 -4.264 0.105
H 1.305 -4.896 -2.048
H -0.373 -3.107 -2.163
H 0.140 -6.866 -2.130
H -0.928 -5.878 -3.136
H -1.955 -7.003 -0.902
H -2.335 -5.319 -1.249
H -0.069 -6.332 0.542
H -1.330 -5.197 1.023
```



(8)
DFT (ωB97M-V/def2-TZVPD) results for C19H28NPPbSe as an isolated structure.

Results
E_HOMO (spin up / spin down)	-14.1 / -13.6	eV
E_LUMO (spin up / spin down)	-9.308 / -10.110	eV
electronic energy	-3730.33907	a.u.
net charge	+2

The geometry in XYZ format:
```
51
C19H28NPPbSe | the OMol25 dataset | ωB97M-V/def2-TZVPD
C 2.769 -1.837 -3.469
C 2.625 -0.450 -3.436
C 1.926 0.196 -2.393
C 1.362 -0.602 -1.390
C 1.287 -1.999 -1.549
C 2.106 -2.607 -2.525
C 1.852 1.698 -2.468
C 0.455 2.340 -2.621
N -0.701 1.563 -2.185
Pb 1.050 -0.063 0.874
C 0.416 -2.906 -0.738
P -1.257 -2.086 -0.319
H 3.079 0.165 -4.227
H 2.195 -3.694 -2.572
H 3.364 -2.294 -4.261
H 0.847 -3.236 0.206
H 0.153 -3.811 -1.329
H 2.327 2.177 -1.608
H 2.396 2.042 -3.351
H 0.433 3.289 -2.053
C -1.589 -3.479 0.857
C -1.974 -3.017 -1.813
H 0.292 2.598 -3.698
C -1.217 0.609 -3.154
C -1.717 2.400 -1.565
H 1.025 -1.514 2.019
H -1.646 1.139 -4.036
H -0.388 -0.056 -3.480
H -2.007 0.026 -2.656
H -2.145 3.092 -2.314
H -2.515 1.766 -1.179
H -1.246 2.962 -0.741
H -1.886 -4.107 -1.622
H -3.039 -2.798 -1.987
H -1.444 -2.831 -2.759
H -1.566 -4.457 0.352
H -0.827 -3.493 1.635
H -2.563 -3.333 1.327
H -0.903 -0.478 0.451
Se 1.243 2.635 1.356
C 0.598 2.301 3.139
C 1.316 1.491 4.055
C 0.648 0.960 5.154
C -0.654 1.380 5.463
C -1.330 2.259 4.602
C -0.672 2.808 3.501
H 2.374 1.282 3.885
H 1.156 0.257 5.814
H -1.133 1.039 6.390
H -2.349 2.558 4.829
H -1.122 3.605 2.917
```



What did the fourth record say?
DFT (ωB97M-V/def2-TZVPD) results for C19H35N3PY as an isolated structure.

Results
E_HOMO (spin up / spin down)	-14.0 / -14.0	eV
E_LUMO (spin up / spin down)	-8.524 / -8.524	eV
electronic energy	-1288.21555	a.u.
net charge	+2

The geometry in XYZ format:
```
59
C19H35N3PY | the OMol25 dataset | ωB97M-V/def2-TZVPD
C 1.315 1.804 -2.260
H 2.205 2.254 -1.822
H 1.507 1.734 -3.331
H 0.703 -1.176 0.846
C 0.105 2.713 -2.022
H -0.835 2.215 -2.326
H -0.065 2.997 -0.953
C 0.255 4.005 -2.850
H -0.654 4.598 -2.766
H 1.105 4.608 -2.487
H 0.424 3.752 -3.898
C -0.968 -1.874 -1.056
C -1.594 -1.012 -2.002
C -0.642 -0.702 -3.009
C 0.565 -1.439 -2.743
C 0.354 -2.200 -1.542
C 1.388 -3.031 -0.842
C 1.826 -1.368 -3.520
C -0.921 0.038 -4.266
C -3.062 -0.801 -2.116
C -1.688 -2.617 0.005
Y 0.858 0.052 -0.826
H 2.707 -1.597 -2.912
H 1.774 -2.107 -4.326
H 1.987 -0.383 -3.980
H 2.411 -2.761 -1.144
H 1.361 -2.969 0.257
H 1.220 -4.095 -1.061
H -2.519 -2.036 0.430
H -2.119 -3.532 -0.431
H -1.027 -2.919 0.823
H -3.307 0.022 -2.799
H -3.565 -1.697 -2.517
H -3.515 -0.584 -1.145
H -0.168 0.811 -4.476
H -0.926 -0.657 -5.124
H -1.902 0.535 -4.240
C 1.433 0.293 4.773
N 1.284 1.488 3.912
C -0.099 2.017 4.011
N -1.148 1.010 3.706
C -0.960 -0.160 4.602
N 0.402 -0.744 4.511
C 0.612 -1.397 3.219
P 0.479 -0.094 1.922
C 1.641 1.179 2.489
C -1.147 0.618 2.270
H 1.329 0.593 5.824
H 2.424 -0.149 4.596
H -0.211 2.864 3.325
H -0.262 2.353 5.047
H -1.688 -0.938 4.325
H -1.115 0.160 5.643
H 1.616 -1.843 3.174
H -0.149 -2.171 3.046
H 1.562 2.104 1.896
H 2.686 0.831 2.420
H -1.948 -0.108 2.062
H -1.329 1.514 1.658
```